No. 1
19
Properties=species:S:1:pos:R:3 method="wB97M-V/def2-TZVPD" multiplicity=1 smiles="C/C(O)=C(/C)C(=O)NN" relative_energy_kcal_mol=49.0 orbital_gap_ha=0.3430 e_tot_ev=-12421.34733
C 1.982 -0.541 -0.922
C 1.378 0.523 -0.060
O 2.320 1.348 0.483
C 0.062 0.661 0.171
C -0.521 1.720 1.076
C -0.952 -0.151 -0.583
O -1.152 -0.230 -1.778
N -1.403 -1.106 0.312
N -2.097 -2.245 -0.128
H 1.285 -0.854 -1.691
H 2.884 -0.148 -1.385
H 2.274 -1.407 -0.316
H 1.897 2.073 0.958
H -0.535 2.690 0.574
H -1.547 1.465 1.331
H 0.052 1.827 2.010
H -1.152 -1.136 1.283
H -3.075 -1.993 -0.302
H -1.699 -2.496 -1.032

---

No. 2
20
Properties=species:S:1:pos:R:3 method="wB97M-V/def2-TZVPD" multiplicity=1 smiles="NC(=O)CC[C@H](N)C(=O)O" relative_energy_kcal_mol=14.6 orbital_gap_ha=0.3760 e_tot_ev=-14470.51685
N -2.159 1.936 -0.902
C -1.396 1.466 0.118
O -1.915 0.901 1.058
C 0.129 1.619 -0.021
C 0.777 0.407 -0.616
C 0.515 -0.863 0.227
N 0.676 -0.685 1.675
C 1.388 -1.991 -0.360
O 2.521 -1.757 -0.716
O 0.882 -3.255 -0.263
H -3.088 1.579 -0.801
H -1.796 2.089 -1.837
H 0.292 2.494 -0.617
H 0.570 1.837 0.963
H 0.435 0.238 -1.647
H 1.861 0.538 -0.637
H -0.545 -1.154 0.059
H 1.129 -1.538 2.049
H -0.284 -0.685 2.118
H 0.009 -3.175 0.150

---

No. 3
20
Properties=species:S:1:pos:R:3 method="wB97M-V/def2-TZVPD" multiplicity=1 smiles="NC(=O)CC[C@H](N)C(=O)O" relative_energy_kcal_mol=46.2 orbital_gap_ha=0.3207 e_tot_ev=-14469.15009
N 3.510 0.075 -0.263
C 2.252 -0.042 -0.147
O 1.732 -0.921 -0.864
C 1.448 0.865 0.698
C 0.052 1.013 0.135
C -0.963 -0.045 0.696
N -0.558 -1.354 0.614
C -2.322 0.055 -0.124
O -2.983 -0.953 -0.233
O -2.583 1.264 -0.646
H 3.938 -0.496 -0.997
H 4.026 0.500 0.539
H 1.995 1.850 0.943
H 1.341 0.255 1.627
H 0.122 0.641 -0.863
H -0.404 2.008 0.268
H -1.147 0.116 1.813
H -1.268 -2.092 0.727
H 0.366 -1.737 0.378
H -1.767 1.712 -0.489

---

No. 4
21
Properties=species:S:1:pos:R:3 method="wB97M-V/def2-TZVPD" multiplicity=1 relative_energy_kcal_mol=144.1 orbital_gap_ha=0.3322 e_tot_ev=-16511.86372
C -1.961 1.150 0.795
C -0.785 0.126 0.687
C 0.849 -0.671 -0.759
C 1.182 -2.141 0.024
C 1.979 0.364 -0.276
H -3.859 1.045 -0.257
H -2.460 2.498 -1.037
H -1.722 2.159 1.072
H -2.395 0.921 1.751
H -1.089 0.631 -1.301
H 1.013 -0.967 -1.787
H 2.004 0.774 0.807
H 1.766 1.352 -0.719
H 3.430 -0.873 -0.001
H -0.454 -2.035 0.133
N -2.709 1.265 -0.341
N -0.465 -0.134 -0.748
O -0.137 -0.168 1.657
O 2.358 -2.352 0.184
O 3.364 -0.144 -0.529
O 0.090 -2.798 0.646

---

No. 5
21
Properties=species:S:1:pos:R:3 method="wB97M-V/def2-TZVPD" multiplicity=1 smiles="CC(C)=[N+]([O-])O.[H]/N=C/C(=O)O" relative_energy_kcal_mol=128.7 orbital_gap_ha=0.3278 e_tot_ev=-16512.53201
C 1.043 -1.196 -1.335
C 0.967 0.070 -0.591
C 1.882 0.460 0.556
N 0.279 1.059 -1.009
O -0.022 2.142 -0.464
O -0.568 0.790 -2.214
H 1.651 -0.903 -2.322
H -0.067 -1.457 -1.637
H 1.574 -2.048 -1.040
H 1.927 -0.214 1.491
H 1.532 1.454 0.756
H 2.967 0.483 0.377
H -1.399 1.214 -2.040
H -1.382 1.957 2.012
N -2.007 1.481 1.419
C -1.446 0.374 1.047
C -2.204 -0.532 0.190
O -1.763 -1.598 -0.154
O -3.383 -0.046 -0.242
H -0.465 0.069 1.396
H -3.828 0.765 0.226

---

No. 6
19
Properties=species:S:1:pos:R:3 method="wB97M-V/def2-TZVPD" multiplicity=1 smiles="OCCN1CCN=C1S" relative_energy_kcal_mol=18.8 orbital_gap_ha=0.3304 e_tot_ev=-21208.00123
O -2.127 0.739 2.749
C -2.198 -0.273 1.726
C -1.576 0.416 0.508
N -0.077 0.240 0.531
C 0.683 1.173 1.245
C 2.185 0.830 0.945
N 2.044 0.007 -0.288
C 0.764 -0.330 -0.506
S 0.346 -1.497 -1.835
H -1.226 1.035 2.717
H -3.241 -0.541 1.434
H -1.621 -1.084 2.093
H -2.011 -0.024 -0.376
H -1.927 1.462 0.561
H 0.435 2.123 0.887
H 0.517 1.034 2.318
H 2.630 1.839 0.880
H 2.581 0.173 1.677
H -1.037 -1.588 -1.557

---

No. 7
18
Properties=species:S:1:pos:R:3 method="wB97M-V/def2-TZVPD" multiplicity=1 relative_energy_kcal_mol=105.0 orbital_gap_ha="0.2777 / 0.2777" e_tot_ev=-19158.35244
C 2.271 1.095 -0.067
C 2.769 -0.197 -0.198
C 0.825 1.252 0.377
C -1.848 -1.304 0.878
C -1.568 0.007 -1.167
N 0.104 0.051 0.705
N -1.116 -0.162 0.163
S 1.687 -1.445 0.153
H 2.802 1.995 -0.207
H 3.860 -0.430 -0.323
H 0.966 1.761 1.260
H 0.258 1.938 -0.384
H -2.065 -1.006 1.889
H -2.783 -1.724 0.404
H -1.061 -2.003 0.862
H -2.687 0.261 -1.102
H -1.098 0.826 -1.578
H -1.316 -0.916 -1.665

---

No. 8
18
Properties=species:S:1:pos:R:3 method="wB97M-V/def2-TZVPD" multiplicity=1 smiles="C/C=[N+](/C)[S-].CC#N" relative_energy_kcal_mol=65.9 orbital_gap_ha="0.2977 / 0.2978" e_tot_ev=-19160.04869
C 0.987 -1.958 -0.054
C -0.309 -1.225 0.190
N -0.609 -0.565 1.302
C -1.906 0.126 1.211
S 0.224 -0.522 2.696
H 0.761 -2.968 -0.488
H 1.460 -2.197 0.791
H 1.719 -1.382 -0.522
H -0.900 -0.987 -0.672
H -2.553 -0.742 1.087
H -2.117 0.731 2.132
H -1.802 0.780 0.345
C 1.299 2.023 -1.220
C -0.039 1.579 -1.523
N -1.069 1.123 -1.769
H 1.605 2.479 -2.052
H 2.001 1.142 -1.184
H 1.247 2.562 -0.269

---

No. 9
18
Properties=species:S:1:pos:R:3 method="wB97M-V/def2-TZVPD" multiplicity=1 smiles="C=C[N@H+]1CN(C)C=N1" relative_energy_kcal_mol=95.2 orbital_gap_ha=0.3833 total_charge=+1 e_tot_ev=-9807.62143
C 3.175 -0.296 -0.009
C 1.995 -0.027 0.446
N 0.890 0.371 -0.422
C -0.214 -0.601 -0.200
N -1.453 0.250 -0.169
C -2.680 -0.443 0.231
C -0.946 1.503 0.010
N 0.338 1.663 -0.073
H 3.854 -0.574 0.762
H 3.239 -0.227 -1.110
H 1.815 0.093 1.437
H 1.161 0.325 -1.520
H -0.199 -1.182 0.719
H -0.389 -1.312 -1.040
H -3.281 0.364 0.560
H -3.038 -0.806 -0.751
H -2.574 -1.334 0.897
H -1.694 2.233 0.233

---

No. 10
18
Properties=species:S:1:pos:R:3 method="wB97M-V/def2-TZVPD" multiplicity=1 smiles=[NH3+]CCc1cnc[nH]1 relative_energy_kcal_mol=35.7 orbital_gap_ha=0.2918 total_charge=+1 e_tot_ev=-9810.19908
N -1.037 1.892 1.127
C 0.175 1.046 1.331
C 0.835 0.634 0.031
C 0.411 -0.605 -0.687
C 1.058 -1.172 -1.743
N 0.436 -2.350 -2.089
C -0.519 -2.526 -1.238
N -0.601 -1.475 -0.365
H -1.862 1.339 0.883
H -1.256 2.482 1.933
H -0.839 2.502 0.327
H 0.926 1.511 1.977
H -0.036 0.218 2.014
H 0.838 1.523 -0.622
H 1.918 0.610 0.189
H 1.960 -0.905 -2.270
H -1.216 -3.346 -1.228
H -1.190 -1.379 0.430

---

No. 11
18
Properties=species:S:1:pos:R:3 method="wB97M-V/def2-TZVPD" multiplicity=1 relative_energy_kcal_mol=120.5 orbital_gap_ha=0.3298 total_charge=+1 e_tot_ev=-9806.52182
C -1.726 -2.162 -0.491
C -1.291 -0.981 0.309
C -1.933 0.194 0.006
C -1.594 1.551 0.283
N -0.526 2.211 -0.032
C 0.603 1.628 -0.268
N 0.894 0.502 0.386
N 2.166 0.111 0.150
H -1.061 -2.079 -1.332
H -2.726 -2.059 -0.721
H -1.568 -3.193 0.115
H -0.811 -1.092 1.344
H -2.590 0.150 -0.815
H -2.492 2.140 0.409
H 1.195 2.061 -1.048
H 2.335 -0.886 0.290
H 2.695 0.610 0.899
H 2.450 0.423 -0.716

---

No. 12
18
Properties=species:S:1:pos:R:3 method="wB97M-V/def2-TZVPD" multiplicity=1 smiles=NCCc1c[nH]c[nH+]1 relative_energy_kcal_mol=33.4 orbital_gap_ha=0.3225 total_charge=+1 e_tot_ev=-9810.30066
N -0.205 -1.772 -1.582
C -1.447 -1.171 -1.114
C -1.226 0.330 -0.519
C -0.082 0.613 0.326
C 0.689 1.739 0.378
N 1.581 1.655 1.377
C 1.497 0.406 1.918
N 0.466 -0.195 1.315
H 0.477 -1.978 -0.876
H 0.074 -1.570 -2.530
H -1.606 -1.844 -0.273
H -2.205 -1.009 -1.868
H -1.179 0.872 -1.467
H -2.245 0.646 -0.236
H 0.577 2.551 -0.327
H 2.463 2.123 1.553
H 2.160 -0.229 2.497
H 0.210 -1.165 1.430